A structure of composition C58H87CaO44. Source: the OMol25 dataset; level of theory: ωB97M-V/def2-TZVPD.

Element x y z (Å)
Ca -1.54 -1.71 -0.64
O 0.56 -0.82 -1.12
O 0.87 -4.18 1.88
O -5.62 2.40 -2.32
O -7.70 3.39 -2.19
O 0.70 3.86 4.05
O -1.23 5.12 0.39
O -1.25 -2.91 -2.73
O 6.96 -1.09 1.80
O -3.94 -1.15 0.21
O -1.06 -4.16 -4.67
O 5.56 -2.15 3.19
O -0.07 -3.58 -0.09
O 0.75 -3.79 -3.50
O -4.70 -0.55 -4.14
O -2.43 -5.48 0.88
O -4.49 -4.93 0.53
O 1.85 2.10 4.73
O 2.39 1.92 -4.73
O 4.79 4.85 0.82
O 0.16 5.13 -1.36
O 5.89 3.14 3.55
O 3.37 5.79 -0.54
O 4.31 2.99 -5.26
O 7.33 4.72 3.00
O -1.02 0.56 -0.73
O 4.38 7.09 0.99
O -2.86 -3.56 -0.34
O 5.80 5.04 4.54
O 5.80 0.40 -1.54
O 4.19 -0.75 -2.66
O 4.80 -0.54 1.95
O 4.11 0.78 -5.58
O -5.91 4.24 -1.17
O 5.45 -1.92 -1.25
O -0.45 -2.20 3.75
O -2.19 -0.77 3.76
O 0.40 1.98 3.05
O -4.78 0.39 1.68
O -3.28 -1.13 -2.51
O -6.17 -0.66 0.33
O 1.14 -5.54 0.18
O -1.45 -1.63 1.77
O -5.50 -1.63 -2.34
O -1.71 6.08 -1.58
C 0.23 5.78 -2.63
C -0.25 4.19 3.11
C 3.65 1.99 -5.20
C -0.57 -3.55 -3.58
C 1.24 -4.34 -4.71
C 4.69 -2.94 -1.89
C 6.41 4.36 3.61
C -4.55 -5.95 1.56
C -1.36 -1.53 2.98
C 4.65 3.08 4.20
C -6.60 -1.51 -3.22
C -4.53 4.08 -1.13
C 4.24 6.00 0.45
C 4.27 -3.98 -0.86
C 0.51 -1.49 5.80
C -0.94 5.37 -0.80
C -4.33 2.75 -1.83
C -7.76 -0.92 -2.51
C 5.90 -1.27 2.30
C -3.33 2.75 -2.98
C 2.20 -5.43 -4.24
C -3.13 -6.47 1.65
C 3.35 4.41 -1.02
C -0.49 2.89 2.38
C -0.07 -4.80 -5.46
C -4.41 -1.12 -2.96
C 4.40 3.81 -0.06
C 3.63 -2.02 -2.55
C -5.86 2.36 2.29
C -3.24 -4.58 0.33
C -6.07 0.85 2.06
C 1.86 -5.09 2.27
C 1.57 -5.63 3.61
C -2.51 -6.57 3.05
C 3.49 5.14 5.04
C -0.72 -1.94 5.08
C 2.49 -0.90 1.93
C 3.96 2.64 0.75
C 0.17 0.38 -1.08
C 0.88 4.85 -3.66
C 1.91 0.58 -4.86
C -7.00 0.43 0.92
C -1.96 2.40 2.29
C 1.09 1.56 -1.36
C -6.52 3.31 -1.94
C -1.22 6.16 -2.90
C 5.18 -0.66 -1.75
C 1.07 2.64 4.00
C 3.72 -0.84 2.77
C 4.75 4.34 5.13
C 0.60 -4.37 0.58
C -6.06 -0.68 -4.42
C -1.83 -0.90 5.15
C 3.05 -0.10 -5.66
C 0.55 0.47 -5.59
C -4.88 -0.56 0.71
C 4.18 -2.12 3.46
C 1.84 -6.17 1.23
H 0.92 5.33 -4.64
H 0.62 -6.16 3.68
H 3.07 -5.10 -3.67
H -3.19 -7.42 1.11
H -1.74 5.55 -3.64
H 2.35 3.97 -0.98
H -1.58 -7.12 3.15
H -1.14 -2.86 5.48
H 1.25 -4.84 4.28
H 2.61 4.71 5.51
H 2.88 -6.47 1.03
H -6.81 2.84 2.54
H 2.06 1.17 -1.66
H 3.56 -0.08 3.54
H -4.23 4.17 -0.09
H -0.08 -4.50 -6.51
H 4.71 2.18 1.40
H 3.12 2.92 1.39
H 2.82 -0.24 -6.72
H 1.37 -7.03 1.71
H -0.11 1.05 -4.94
H 0.18 4.97 2.47
H -7.13 1.22 0.19
H 3.80 3.22 3.53
H 0.30 3.93 -3.78
H 5.00 4.07 6.16
H -4.80 -5.53 2.54
H 1.76 -6.17 -3.58
H 4.50 2.18 4.80
H -6.83 -2.54 -3.50
H 0.67 2.26 -2.08
H -3.55 3.65 -3.55
H 2.79 -1.46 1.04
H 3.56 1.88 0.07
H 0.69 -0.44 5.57
H -1.26 7.16 -3.32
H 1.45 -1.96 5.54
H 3.39 -1.06 -5.28
H -5.14 2.46 3.10
H 3.91 -3.52 0.06
H 3.65 6.17 5.35
H -3.99 4.89 -1.61
H 2.69 -2.07 -2.00
H 3.49 -4.64 -1.25
H -3.25 -7.14 3.62
H 4.05 -2.08 4.55
H -6.29 0.31 2.98
H -6.61 0.25 -4.50
H -2.05 1.38 1.91
H 1.70 -3.58 -5.35
H -2.37 2.49 3.30
H 1.67 -1.41 2.44
H -0.12 2.97 1.36
H 2.20 0.10 1.61
H -2.27 -5.61 3.51
H 5.24 3.51 -0.70
H -2.27 2.82 -2.73
H 1.90 0.09 -3.89
H 0.34 -1.55 6.88
H -7.97 0.17 1.34
H -7.32 -0.14 -1.88
H 1.20 2.16 -0.46
H 0.86 6.65 -2.43
H -5.16 -6.79 1.22
H 0.09 -0.51 -5.64
H -2.56 -1.43 5.76
H -8.53 -0.47 -3.14
H -2.48 3.06 1.60
H 5.25 -3.39 -2.71
H 2.51 -5.89 -5.19
H -1.21 4.49 3.52
H 2.40 -6.14 4.08
H -8.14 -1.69 -1.83
H -3.98 2.00 -1.12
H -1.50 0.05 5.58
H -0.30 -5.85 -5.30
H 0.52 1.01 -6.54
H 2.84 -4.62 2.22
H 5.22 -4.50 -0.73
H -3.46 1.96 -3.72
H 3.84 -3.06 3.04
H -5.44 2.87 1.42
H 1.92 4.58 -3.48
H 3.76 4.44 -2.02
H 3.19 5.20 3.99
H -6.19 -1.23 -5.35
H 3.45 -2.53 -3.50

Summary:
HOMO-LUMO gap   0.33851 hartree
Total charge   +1